This record from the OMol25 dataset describes C20H30N2O4 in the gas phase. The level of theory is ωB97M-V/def2-TZVPD.

SMILES string: CCOc1ccc(C(=O)NCC(=O)NCC2CCCCC2)cc1OCC
2S+1: 1
Maximum force: 0.0129 Eh/bohr
HOMO-LUMO gap: 8.98 eV
ΔE to the lowest compared entry with this formula, charge and spin: 76.88 kJ/mol

Bonds (Å) are listed after each position.
Atoms and positions in Å:
1 C -2.46 -2.56 -3.52  C2 1.526, H27 1.087, H28 1.086, H29 1.087
2 C -3.37 -3.01 -2.38  C1 1.526, O3 1.413, H30 1.097, H31 1.093
3 O -3.61 -1.99 -1.44  C2 1.413, C4 1.354
4 C -2.65 -1.64 -0.56  O3 1.354, C5 1.386, C23 1.419
5 C -1.44 -2.28 -0.38  C4 1.386, C6 1.384, H32 1.078
6 C -0.53 -1.83 0.57  C5 1.384, C7 1.387, H33 1.079
7 C -0.82 -0.72 1.35  C6 1.387, C8 1.481, C22 1.399
8 C 0.23 -0.27 2.30  C7 1.481, O9 1.226, N10 1.356
9 O 1.17 -0.99 2.61  C8 1.226
10 N 0.11 0.98 2.79  C8 1.356, C11 1.449, H34 1.006
11 C 1.13 1.57 3.64  N10 1.449, C12 1.540, H35 1.092, H36 1.090
12 C 2.28 2.10 2.77  C11 1.540, O13 1.214, N14 1.342
13 O 2.44 3.29 2.56  C12 1.214
14 N 3.04 1.12 2.27  C12 1.342, C15 1.443, H37 1.015
15 C 4.03 1.34 1.24  N14 1.443, C16 1.537, H38 1.095, H39 1.093
16 C 3.56 0.85 -0.14  C15 1.537, C17 1.530, C21 1.529, H40 1.096
17 C 3.40 -0.67 -0.18  C16 1.530, C18 1.527, H41 1.093, H42 1.091
18 C 2.99 -1.12 -1.58  C17 1.527, C19 1.526, H43 1.092, H44 1.093
19 C 1.70 -0.44 -2.01  C18 1.526, C20 1.525, H45 1.093, H46 1.093
20 C 1.85 1.07 -1.96  C19 1.525, C21 1.525, H47 1.092, H48 1.093
21 C 2.25 1.52 -0.55  C16 1.529, C20 1.525, H49 1.093, H50 1.092
22 C -2.05 -0.08 1.19  C7 1.399, C23 1.381, H51 1.078
23 C -2.97 -0.52 0.26  C4 1.419, C22 1.381, O24 1.359
24 O -4.20 0.00 0.04  C23 1.359, C25 1.412
25 C -4.60 1.17 0.73  O24 1.412, C26 1.527, H52 1.093, H53 1.098
26 C -3.98 2.44 0.15  C25 1.527, H54 1.087, H55 1.087, H56 1.087
27 H -1.48 -2.28 -3.15  C1 1.087
28 H -2.35 -3.37 -4.25  C1 1.086
29 H -2.90 -1.70 -4.02  C1 1.087
30 H -2.96 -3.91 -1.89  C2 1.097
31 H -4.36 -3.26 -2.77  C2 1.093
32 H -1.18 -3.15 -0.97  C5 1.078
33 H 0.41 -2.34 0.71  C6 1.079
34 H -0.54 1.62 2.37  N10 1.006
35 H 1.50 0.79 4.31  C11 1.092
36 H 0.69 2.39 4.21  C11 1.090
37 H 2.76 0.16 2.45  N14 1.015
38 H 4.95 0.83 1.52  C15 1.095
39 H 4.21 2.42 1.21  C15 1.093
40 H 4.34 1.14 -0.86  C16 1.096
41 H 4.34 -1.15 0.10  C17 1.093
42 H 2.64 -0.98 0.53  C17 1.091
43 H 2.87 -2.21 -1.59  C18 1.092
44 H 3.79 -0.87 -2.29  C18 1.093
45 H 1.43 -0.76 -3.02  C19 1.093
46 H 0.89 -0.75 -1.34  C19 1.093
47 H 0.91 1.55 -2.24  C20 1.092
48 H 2.61 1.39 -2.67  C20 1.093
49 H 1.46 1.23 0.15  C21 1.093
50 H 2.36 2.60 -0.52  C21 1.092
51 H -2.30 0.75 1.83  C22 1.078
52 H -5.69 1.20 0.59  C25 1.093
53 H -4.40 1.09 1.80  C25 1.098
54 H -4.24 2.53 -0.90  C26 1.087
55 H -4.35 3.31 0.68  C26 1.087
56 H -2.89 2.41 0.23  C26 1.087

These are the Mulliken partial charges, in e, on atoms 1 to 2: -0.79, -0.49

***

This record from the OMol25 dataset describes C20H30N2O5 in the gas phase. The level of theory is ωB97M-V/def2-TZVPD.

SMILES string: CCCC[C@@H]1CNC(=O)C(=O)N1CCCc1cc(OC)c(OC)c(OC)c1
2S+1: 1
Maximum force: 0.0135 Eh/bohr
HOMO-LUMO gap: 8.63 eV
ΔE to the lowest compared entry with this formula, charge and spin: 326.79 kJ/mol

Bonds (Å) are listed after each position.
Atoms and positions in Å:
1 C 5.67 2.25 0.61  C2 1.523, H28 1.087, H29 1.088, H30 1.087
2 C 5.37 0.93 -0.10  C1 1.523, C3 1.528, H31 1.092, H32 1.093
3 C 3.86 0.74 -0.30  C2 1.528, C4 1.526, H33 1.092, H34 1.091
4 C 3.57 -0.57 -1.03  C3 1.526, C5 1.543, H35 1.092, H36 1.093
5 C 2.07 -0.94 -1.15  C4 1.543, C6 1.528, N12 1.448, H37 1.097
6 C 1.26 0.09 -1.94  C5 1.528, N7 1.440, H38 1.094, H39 1.097
7 N 0.95 1.23 -1.11  C6 1.440, C8 1.347, H40 1.011
8 C 0.76 1.19 0.22  N7 1.347, O9 1.215, C10 1.527
9 O 0.40 2.17 0.84  C8 1.215
10 C 1.00 -0.15 0.92  C8 1.527, O11 1.214, N12 1.355
11 O 0.72 -0.28 2.09  C10 1.214
12 N 1.47 -1.16 0.15  C5 1.448, C10 1.355, C13 1.452
13 C 1.60 -2.48 0.74  N12 1.452, C14 1.532, H41 1.095, H42 1.092
14 C 0.65 -3.52 0.13  C13 1.532, C15 1.533, H43 1.091, H44 1.092
15 C -0.78 -3.42 0.65  C14 1.533, C16 1.503, H45 1.094, H46 1.090
16 C -1.42 -2.08 0.40  C15 1.503, C17 1.380, C27 1.388
17 C -1.87 -1.31 1.45  C16 1.380, C18 1.395, H47 1.078
18 C -2.41 -0.03 1.26  C17 1.395, O19 1.353, C21 1.404
19 O -2.80 0.60 2.39  C18 1.353, C20 1.416
20 C -2.71 2.01 2.47  O19 1.416, H48 1.093, H49 1.092, H50 1.089
21 C -2.53 0.47 -0.05  C18 1.404, O22 1.383, C24 1.402
22 O -3.13 1.70 -0.27  C21 1.383, C23 1.418
23 C -2.33 2.69 -0.90  O22 1.418, H51 1.094, H52 1.089, H53 1.093
24 C -2.11 -0.34 -1.11  C21 1.402, O25 1.391, C27 1.384
25 O -2.20 0.09 -2.43  C24 1.391, C26 1.416
26 C -3.52 0.19 -2.92  O25 1.416, H54 1.089, H55 1.092, H56 1.095
27 C -1.57 -1.59 -0.89  C16 1.388, C24 1.384, H57 1.080
28 H 6.74 2.36 0.76  C1 1.087
29 H 5.31 3.09 0.01  C1 1.088
30 H 5.17 2.28 1.57  C1 1.087
31 H 5.76 0.10 0.50  C2 1.092
32 H 5.87 0.91 -1.07  C2 1.093
33 H 3.37 0.74 0.67  C3 1.092
34 H 3.48 1.58 -0.88  C3 1.091
35 H 3.99 -0.54 -2.04  C4 1.092
36 H 4.07 -1.39 -0.50  C4 1.093
37 H 2.02 -1.89 -1.70  C5 1.097
38 H 1.84 0.42 -2.80  C6 1.094
39 H 0.33 -0.37 -2.30  C6 1.097
40 H 0.67 2.08 -1.58  N7 1.011
41 H 2.64 -2.82 0.62  C13 1.095
42 H 1.39 -2.37 1.80  C13 1.092
43 H 0.65 -3.41 -0.96  C14 1.091
44 H 1.04 -4.51 0.36  C14 1.092
45 H -1.38 -4.20 0.17  C15 1.094
46 H -0.78 -3.62 1.73  C15 1.090
47 H -1.78 -1.64 2.47  C17 1.078
48 H -1.73 2.35 2.12  C20 1.093
49 H -3.50 2.50 1.89  C20 1.092
50 H -2.83 2.24 3.52  C20 1.089
51 H -1.47 2.95 -0.27  C23 1.094
52 H -2.97 3.56 -1.01  C23 1.089
53 H -1.98 2.36 -1.88  C23 1.093
54 H -3.44 0.59 -3.93  C26 1.089
55 H -4.13 0.86 -2.31  C26 1.092
56 H -3.99 -0.80 -2.96  C26 1.095
57 H -1.27 -2.18 -1.74  C27 1.080

These are the Mulliken partial charges, in e, on atoms 1 to 2: -1.37, -0.45

***

This record from the OMol25 dataset describes C20H30N4O7S in the gas phase. The level of theory is ωB97M-V/def2-TZVPD.

SMILES string: CCN(CC)CCNC(=O)C(=O)NC[C@H]1OCCN1S(=O)(=O)c1ccc2c(c1)OCCO2
2S+1: 1
Maximum force: 0.0187 Eh/bohr
HOMO-LUMO gap: 8.98 eV
ΔE to the lowest compared entry with this formula, charge and spin: 237.51 kJ/mol

Bonds (Å) are listed after each position.
Atoms and positions in Å:
1 C -2.85 -1.98 1.78  C2 1.528, H33 1.086, H34 1.087, H35 1.087
2 C -3.27 -2.04 0.32  C1 1.528, N3 1.454, H36 1.098, H37 1.092
3 N -3.96 -0.82 -0.07  C2 1.454, C4 1.447, C6 1.443
4 C -5.40 -0.89 0.00  N3 1.447, C5 1.534, H38 1.095, H39 1.092
5 C -6.08 -1.67 -1.13  C4 1.534, H40 1.088, H41 1.087, H42 1.087
6 C -3.44 -0.13 -1.23  N3 1.443, C7 1.538, H43 1.103, H44 1.092
7 C -2.21 0.73 -0.87  C6 1.538, N8 1.439, H45 1.095, H46 1.091
8 N -1.01 -0.06 -0.73  C7 1.439, C9 1.331, H47 1.014
9 C -0.22 -0.07 0.34  N8 1.331, O10 1.222, C11 1.529
10 O -0.33 0.63 1.34  C9 1.222
11 C 0.88 -1.13 0.22  C9 1.529, O12 1.220, N13 1.337
12 O 0.97 -1.84 -0.77  C11 1.220
13 N 1.62 -1.22 1.33  C11 1.337, C14 1.436, H48 1.013
14 C 2.74 -2.11 1.45  N13 1.436, C15 1.551, H49 1.091, H50 1.093
15 C 4.07 -1.43 1.04  C14 1.551, O16 1.406, N19 1.436, H51 1.095
16 O 5.10 -2.39 0.92  C15 1.406, C17 1.421
17 C 5.15 -2.81 -0.44  O16 1.421, C18 1.544, H52 1.093, H53 1.096
18 C 4.26 -1.82 -1.22  C17 1.544, N19 1.449, H54 1.089, H55 1.094
19 N 3.93 -0.81 -0.25  C15 1.436, C18 1.449, S20 1.690
20 S 4.56 0.75 -0.44  N19 1.690, O21 1.433, O22 1.433, C23 1.781
21 O 5.26 1.14 0.75  S20 1.433
22 O 5.23 0.81 -1.70  S20 1.433
23 C 3.02 1.65 -0.53  S20 1.781, C24 1.382, C28 1.378
24 C 2.26 1.58 -1.68  C23 1.382, C25 1.381, H56 1.077
25 C 1.05 2.23 -1.72  C24 1.381, C26 1.392, H57 1.078
26 C 0.58 2.93 -0.61  C25 1.392, C27 1.404, O32 1.364
27 C 1.35 2.97 0.56  C26 1.404, C28 1.389, O29 1.360
28 C 2.58 2.33 0.59  C23 1.378, C27 1.389, H58 1.077
29 O 0.92 3.61 1.68  C27 1.360, C30 1.415
30 C -0.48 3.82 1.68  O29 1.415, C31 1.527, H59 1.090, H60 1.097
31 C -0.91 4.44 0.36  C30 1.527, O32 1.415, H61 1.091, H62 1.098
32 O -0.62 3.57 -0.72  C26 1.364, C31 1.415
33 H -2.21 -1.12 1.96  C1 1.086
34 H -2.30 -2.88 2.06  C1 1.087
35 H -3.72 -1.88 2.43  C1 1.087
36 H -3.90 -2.92 0.16  C2 1.098
37 H -2.38 -2.17 -0.30  C2 1.092
38 H -5.79 0.13 0.02  C4 1.095
39 H -5.65 -1.35 0.96  C4 1.092
40 H -5.71 -2.69 -1.17  C5 1.088
41 H -7.16 -1.71 -0.96  C5 1.087
42 H -5.90 -1.20 -2.09  C5 1.087
43 H -3.17 -0.81 -2.05  C6 1.103
44 H -4.21 0.55 -1.59  C6 1.092
45 H -2.05 1.49 -1.65  C7 1.095
46 H -2.38 1.23 0.08  C7 1.091
47 H -0.76 -0.71 -1.46  N8 1.014
48 H 1.46 -0.50 2.03  N13 1.013
49 H 2.82 -2.48 2.47  C14 1.091
50 H 2.56 -2.95 0.77  C14 1.093
51 H 4.37 -0.69 1.78  C15 1.095
52 H 6.20 -2.78 -0.76  C17 1.093
53 H 4.78 -3.84 -0.53  C17 1.096
54 H 4.79 -1.34 -2.05  C18 1.089
55 H 3.34 -2.29 -1.58  C18 1.094
56 H 2.64 1.03 -2.52  C24 1.077
57 H 0.44 2.21 -2.61  C25 1.078
58 H 3.19 2.36 1.48  C28 1.077
59 H -0.70 4.48 2.52  C30 1.090
60 H -0.99 2.85 1.82  C30 1.097
61 H -1.98 4.62 0.32  C31 1.091
62 H -0.37 5.39 0.21  C31 1.098

These are the Mulliken partial charges, in e, on atoms 1 to 2: -1.12, -0.65

***

This record from the OMol25 dataset describes C20H30O2 in the gas phase. The level of theory is ωB97M-V/def2-TZVPD.

SMILES string: C=C/C(C)=C/C[C@H]1C(=C)CC[C@H]2[C@]1(C)CCC[C@@]2(C)C(=O)O
2S+1: 1
Maximum force: 0.0132 Eh/bohr
HOMO-LUMO gap: 9.04 eV
ΔE to the lowest compared entry with this formula, charge and spin: 0.00 kJ/mol

Bonds (Å) are listed after each position.
Atoms and positions in Å:
1 C 5.29 1.30 1.29  C2 1.329, H23 1.076, H24 1.077
2 C 4.00 1.08 1.05  C1 1.329, C3 1.455, H25 1.084
3 C 3.15 0.06 1.63  C2 1.455, C4 1.501, C5 1.341
4 C 3.73 -0.99 2.53  C3 1.501, H26 1.084, H27 1.090, H28 1.090
5 C 1.83 0.09 1.36  C3 1.341, C6 1.493, H29 1.077
6 C 0.85 -0.89 1.92  C5 1.493, C7 1.548, H30 1.098, H31 1.094
7 C -0.61 -0.87 1.41  C6 1.548, C8 1.504, C13 1.561, H32 1.098
8 C -1.37 0.25 2.07  C7 1.504, C9 1.323, C10 1.493
9 C -2.16 0.04 3.12  C8 1.323, H33 1.078, H34 1.077
10 C -1.19 1.59 1.46  C8 1.493, C11 1.526, H35 1.092, H36 1.092
11 C -1.58 1.52 -0.02  C10 1.526, C12 1.539, H37 1.090, H38 1.091
12 C -0.77 0.47 -0.80  C11 1.539, C13 1.549, C18 1.556, H39 1.093
13 C -0.84 -0.92 -0.13  C7 1.561, C12 1.549, C14 1.533, C15 1.541
14 C 0.21 -1.89 -0.70  C13 1.533, H40 1.087, H41 1.089, H42 1.082
15 C -2.25 -1.51 -0.34  C13 1.541, C16 1.525, H43 1.092, H44 1.093
16 C -2.69 -1.53 -1.80  C15 1.525, C17 1.523, H45 1.091, H46 1.092
17 C -2.63 -0.15 -2.43  C16 1.523, C18 1.532, H47 1.091, H48 1.092
18 C -1.25 0.50 -2.28  C12 1.556, C17 1.532, C19 1.540, C20 1.525
19 C -0.26 -0.11 -3.29  C18 1.540, H49 1.090, H50 1.083, H51 1.086
20 C -1.34 1.95 -2.72  C18 1.525, O21 1.202, O22 1.344
21 O -2.32 2.50 -3.15  C20 1.202
22 O -0.16 2.59 -2.65  C20 1.344, H52 0.970
23 H 5.87 0.71 1.98  C1 1.076
24 H 5.82 2.10 0.80  C1 1.077
25 H 3.50 1.74 0.35  C2 1.084
26 H 4.81 -0.97 2.52  C4 1.084
27 H 3.38 -0.85 3.55  C4 1.090
28 H 3.41 -1.98 2.20  C4 1.090
29 H 1.46 0.87 0.73  C5 1.077
30 H 0.80 -0.74 3.01  C6 1.098
31 H 1.25 -1.90 1.78  C6 1.094
32 H -1.03 -1.81 1.79  C7 1.098
33 H -2.29 -0.95 3.54  C9 1.078
34 H -2.69 0.84 3.60  C9 1.077
35 H -1.82 2.33 1.96  C10 1.092
36 H -0.16 1.92 1.56  C10 1.092
37 H -2.64 1.29 -0.08  C11 1.090
38 H -1.43 2.50 -0.46  C11 1.091
39 H 0.28 0.80 -0.82  C12 1.093
40 H 1.20 -1.43 -0.71  C14 1.087
41 H 0.25 -2.78 -0.08  C14 1.089
42 H -0.03 -2.21 -1.70  C14 1.082
43 H -2.96 -0.93 0.24  C15 1.092
44 H -2.27 -2.53 0.05  C15 1.093
45 H -2.08 -2.23 -2.37  C16 1.091
46 H -3.72 -1.90 -1.85  C16 1.092
47 H -3.38 0.50 -1.97  C17 1.091
48 H -2.88 -0.21 -3.49  C17 1.092
49 H -0.45 0.30 -4.28  C19 1.090
50 H -0.36 -1.18 -3.36  C19 1.083
51 H 0.77 0.14 -3.02  C19 1.086
52 H -0.25 3.49 -2.98  O22 0.970

These are the Mulliken partial charges, in e, on atoms 1 to 2: -1.00, -0.36

***

Among the records above, which one has the lowest ΔE to the lowest compared entry with this formula, charge and spin?
C20H30O2

***

The lowest HOMO-LUMO gap belongs to which entry?
C20H30N2O5

***

What is the formula in the second record?
C20H30N2O5